1.
Here is C31H33FNO3SeSiTi as an isolated structure from the OMol25 dataset. Energies are from ωB97M-V/def2-TZVPD.

The HOMO-LUMO gap comes out at 7.05 eV. Its energy above the lowest of the compared OMol25 structures with the same formula, charge and spin is 27.7 kcal/mol. Its net charge is +1. The HOMO energy is -11.0380 eV.

Atoms and positions in Å:
Ti1 0.7809 -1.3361 0.4148
C1 1.8635 5.9170 0.0825
C2 2.4466 5.0889 -1.0500
C3 3.8907 5.4880 -1.3535
C4 4.3245 4.8113 -2.6452
C5 4.0690 3.3372 -2.5755
C6 4.7715 2.4646 -3.3825
C7 4.5359 1.0908 -3.3357
F1 5.2300 0.2885 -4.1418
C8 3.6136 0.5567 -2.4726
C9 2.9174 1.4244 -1.6201
C10 1.9921 0.8586 -0.6755
O1 1.7726 -0.4021 -0.7208
C11 1.4216 1.7348 0.2711
C12 1.6378 3.0953 0.1361
N1 2.3987 3.6351 -0.8139
C13 3.1184 2.8215 -1.6707
C14 0.5478 1.2358 1.4166
O2 -0.0871 2.0222 2.0779
O3 0.5706 -0.0463 1.6121
H1 1.9726 6.9668 -0.1767
H2 2.3904 5.7453 1.0174
H3 0.8013 5.7266 0.2167
H4 1.8507 5.2771 -1.9543
H5 4.5431 5.1971 -0.5278
H6 3.9541 6.5691 -1.4688
H7 5.3767 5.0004 -2.8500
H8 3.7601 5.2290 -3.4848
H9 5.5309 2.8424 -4.0489
H10 3.4359 -0.5088 -2.4216
H11 1.1331 3.7447 0.8369
C15 1.9284 -2.9209 5.9889
C16 1.7178 -2.8697 4.5112
C17 0.5508 -3.3584 3.9354
C18 0.3907 -3.4613 2.5587
C19 -0.8768 -4.0331 1.9933
C20 1.4558 -3.0665 1.7277
Se1 1.4298 -3.5487 -0.2017
C21 2.6082 -2.4727 2.2839
C22 3.7325 -1.9510 1.4245
C23 2.7088 -2.3791 3.6666
H12 0.9934 -3.0795 6.5165
H13 2.3936 -2.0131 6.3623
H14 2.5947 -3.7515 6.2239
H15 -0.2559 -3.6955 4.5702
H16 -1.3312 -4.7228 2.7007
H17 -0.6781 -4.5740 1.0660
H18 -1.5957 -3.2287 1.7923
H19 3.6388 -0.8622 1.3002
H20 3.7459 -2.4247 0.4376
H21 4.6947 -2.1465 1.8969
H22 3.5981 -1.9361 4.0931
C24 -2.6109 -0.0199 0.1511
Si1 -1.4524 -1.2706 -0.7418
C25 -2.3167 -2.9533 -1.1304
C26 -1.0009 -0.4983 -2.4478
C27 0.1412 -0.9030 -3.1410
C28 0.4603 -0.3468 -4.3687
C29 -0.3727 0.6022 -4.9449
C30 -1.5305 0.9858 -4.2894
C31 -1.8291 0.4483 -3.0492
H23 -3.5742 0.0538 -0.3428
H24 -2.1744 0.9779 0.1615
H25 -2.7987 -0.3035 1.1837
H26 -2.9556 -2.8380 -2.0030
H27 -2.9419 -3.3089 -0.3153
H28 -1.5827 -3.7253 -1.3631
H29 0.7692 -1.6962 -2.7296
H30 1.3522 -0.6627 -4.8917
H31 -0.1333 1.0258 -5.9099
H32 -2.2068 1.6965 -4.7410
H33 -2.7345 0.7533 -2.5481

Forces on atoms 1 to 6 (eV/Å):
Ti -1.1 -3.6 -0.2
C -0.1 -0.2 -0.1
C 0.2 1.0 0.0
C -0.1 -0.1 -0.3
C 0.1 0.2 0.1
C 0.0 -0.1 -0.1

2.
Here is C18H16Cl3N2O9RuS as an isolated structure from the OMol25 dataset. Energies are from ωB97M-V/def2-TZVPD.

The HOMO-LUMO gap (alpha / beta) comes out at 7.83 / 7.46 eV. Its energy above the lowest of the compared OMol25 structures with the same formula, charge and spin is 1.4 kcal/mol. The expectation value of S² is 0.754. The multiplicity is 2. The HOMO energy (alpha / beta) is -8.6046 / -8.7531 eV.

Atoms and positions in Å:
Ru1 -0.5801 0.4313 0.4622
Cl1 0.9218 4.1405 6.4870
C1 0.7218 3.0100 5.1867
C2 1.4872 1.8352 5.1800
C3 1.3485 0.9268 4.1670
Cl2 2.2891 -0.5191 4.1788
C4 0.4484 1.1342 3.0840
O1 0.3850 0.2267 2.1660
C5 -0.3228 2.3272 3.1258
C6 -1.3226 2.6580 2.1566
O2 -1.6317 2.0431 1.1272
C7 -0.1708 3.2491 4.1861
H1 2.1909 1.6435 5.9781
H2 -1.8971 3.5682 2.3581
H3 -0.7713 4.1495 4.1958
O3 -3.4338 -0.2382 -2.5148
Cl3 -2.0620 -0.4385 -2.2051
O4 -1.2112 -0.2410 -3.3242
O5 -1.7311 0.6646 -1.1859
O6 -1.8275 -1.6996 -1.5788
C8 3.0150 -0.1084 -6.5187
C9 2.6959 -0.0446 -5.0509
C10 3.0595 1.0673 -4.2930
C11 2.7921 1.1229 -2.9378
C12 2.1371 0.0565 -2.3389
C13 1.7580 -1.0579 -3.0674
C14 2.0461 -1.1004 -4.4214
S1 1.8458 0.1155 -0.6125
O7 3.0949 0.0380 0.0703
O8 1.0699 1.3916 -0.3343
O9 0.8425 -0.9549 -0.2894
H4 3.0901 0.8890 -6.9505
H5 2.2505 -0.6621 -7.0630
H6 3.9693 -0.6138 -6.6822
H7 3.5561 1.9016 -4.7732
H8 3.0763 1.9878 -2.3525
H9 1.2187 -1.8613 -2.5861
H10 1.7378 -1.9606 -5.0028
C15 -3.0653 -4.0000 2.4134
N1 -2.9322 -2.6311 1.9428
C16 -3.9609 -1.7701 1.6342
C17 -3.3851 -0.6302 1.1730
N2 -2.0227 -0.7975 1.1992
C18 -1.7813 -2.0081 1.6596
H11 -4.0517 -4.1248 2.8515
H12 -2.3149 -4.2021 3.1738
H13 -2.9480 -4.6998 1.5880
H14 -4.9914 -2.0501 1.7584
H15 -3.8328 0.2728 0.7972
H16 -0.8001 -2.4365 1.7828

Forces on atoms 1 to 6 (eV/Å):
Ru 0.0 -0.1 0.1
Cl 0.0 0.0 0.0
C 0.0 0.0 0.0
C 0.0 0.0 0.0
C 0.0 0.0 0.0
Cl 0.0 0.0 0.0

Q: Number 2 is which compound?
A: C18H16Cl3N2O9RuS